No. 1
Density functional theory data (the ωB97M-V functional and the def2-TZVPD basis) for a molecular structure, C46H64AsBrGeN5O2PbSSbSi3 at a distorted geometry.

The calculation puts the strongest force on any atom at 1.2 eV/Å. The frontier orbital gap (alpha / beta) is 5.4 / 6.0 eV. For the HOMO energy (alpha / beta), the calculation gives -14.131 / -14.735 eV. Its total charge is +3. As for the multiplicity: 2.

Cartesian coordinates (Å):
H: -4.439 -4.870 2.420
H: 2.784 -2.601 -2.294
H: -0.805 -3.577 -4.312
H: -3.371 -1.728 4.382
H: 0.338 1.921 -6.296
C: -3.009 -1.569 -2.930
H: -5.771 3.389 -0.757
H: -2.252 -1.424 -6.153
H: 3.341 -0.334 -1.572
H: -2.540 -3.079 -0.374
C: -1.803 -3.878 -0.357
N: 2.695 -0.365 0.369
C: -2.367 -0.004 3.575
H: 0.632 -5.702 -0.224
H: -6.752 4.453 1.244
C: 3.527 -0.420 4.427
H: 6.387 -0.160 1.434
C: -2.476 -0.405 -5.831
Pb: 0.233 -0.120 -0.076
H: -2.426 1.754 -2.405
H: -1.020 5.329 1.514
H: -0.621 -2.908 3.111
O: -2.031 0.023 0.620
C: 1.351 2.032 -5.903
H: 3.761 -0.460 5.483
C: 4.335 -0.167 2.113
H: -3.506 -0.187 -6.117
C: -5.734 3.172 2.628
C: -6.533 -2.488 1.229
H: -2.596 -2.554 -3.149
As: -3.201 -0.046 1.843
C: -0.799 1.084 5.035
C: -3.914 -2.817 2.101
H: -0.602 3.307 -3.602
H: 3.212 1.942 -2.298
H: -4.619 1.722 3.763
C: 5.447 2.892 2.676
H: 4.574 4.560 1.669
H: 2.164 -3.269 -6.581
H: -6.025 -0.422 0.935
C: -1.990 -0.870 5.781
C: 3.654 -0.303 -0.535
H: 3.555 -3.420 -3.652
H: -1.830 0.276 -6.390
C: -4.779 -3.898 2.087
C: 1.908 -0.492 2.619
H: -2.206 -1.597 6.553
C: -2.911 1.450 -3.335
H: 4.528 2.599 3.167
H: 5.763 -0.241 -0.962
H: 0.675 5.040 1.638
H: 0.166 2.838 -2.078
C: -2.642 -0.948 4.559
N: -1.621 3.012 0.698
H: 1.983 1.277 -6.374
C: 2.248 -0.621 3.990
Sb: 0.037 -3.156 0.495
H: -0.870 -4.609 2.594
C: -5.676 -1.398 1.250
H: 1.718 3.011 -6.217
N: 5.732 0.334 4.065
C: -1.062 0.135 6.016
C: 5.346 -0.170 1.139
C: -6.058 3.632 1.358
H: -6.170 3.638 3.501
H: 0.512 -4.746 -4.296
H: 2.019 -5.002 0.639
H: -3.981 1.349 -3.138
H: -2.889 -2.936 2.429
H: 3.637 -1.669 -3.541
C: 1.761 -2.317 -6.227
H: -4.084 -1.616 -3.119
H: 3.698 2.732 -3.793
H: -0.089 1.879 5.224
H: -6.762 -4.579 1.649
H: -7.553 -2.363 0.891
C: -6.088 -3.732 1.654
C: -0.399 3.435 1.021
C: -4.365 -1.566 1.684
H: 0.108 -3.867 -2.821
C: 0.357 3.151 -3.108
Br: 6.671 5.833 0.062
C: 5.005 -0.235 -0.192
H: 2.500 -1.546 -6.448
H: 8.746 2.045 2.565
C: 6.628 2.159 2.899
Si: 1.396 1.872 -4.024
C: 6.673 4.370 1.245
Si: -2.246 -0.198 -3.971
C: -4.614 1.983 0.374
H: 1.754 -4.615 -1.070
H: -2.426 3.606 0.832
N: -0.246 4.688 1.442
C: 3.170 1.867 -3.386
O: 0.716 -0.573 2.210
C: 5.474 3.991 1.852
C: 0.188 -3.779 -3.906
C: 4.566 -0.061 3.538
N: 6.655 1.033 3.693
Ge: 0.232 -0.300 -3.826
S: 0.974 2.432 0.901
H: -0.553 0.186 6.970
H: 3.721 0.978 -3.700
C: 7.839 2.594 2.346
C: 1.261 -4.820 -0.121
H: 8.780 4.014 1.050
H: 0.762 -3.999 2.946
C: -4.296 1.520 1.648
H: 0.875 4.111 -3.072
H: -2.871 -1.365 -1.865
H: -1.271 1.770 3.061
H: -1.618 -4.226 -1.372
H: -2.791 2.252 -4.065
C: 2.990 -2.531 -3.365
Si: 1.407 -2.425 -4.385
C: -1.457 1.020 3.820
C: 7.856 3.686 1.505
H: 0.862 -2.105 -6.809
H: -2.188 -4.706 0.235
C: -0.215 -3.741 2.541
H: -4.174 1.501 -0.494
C: 3.010 -0.317 1.675
H: -1.789 2.031 0.503
C: -5.501 3.039 0.231
H: 1.455 -0.846 4.691
C: -4.860 2.105 2.778

Atom charges from the Mulliken analysis, given in e for atoms 1 to 99:
1 H 0.5013
2 H -0.0221
3 H 0.3556
4 H 0.6726
5 H 0.3369
6 C -0.1695
7 H 0.4817
8 H 0.3299
9 H 0.8843
10 H 0.0458
11 C -1.0635
12 N 0.2064
13 C 0.2316
14 H 0.4314
15 H 0.4339
16 C -0.4038
17 H 0.6850
18 C -1.0960
19 Pb 0.4827
20 H -0.0439
21 H 0.1939
22 H 0.0723
23 O 1.1521
24 C -1.0467
25 H 0.5486
26 C 1.0569
27 H 0.3946
28 C -0.8056
29 C -0.7721
30 H 0.2842
31 As 0.6593
32 C -0.5101
33 C -0.0560
34 H 0.3309
35 H 0.1149
36 H 0.5598
37 C -0.0549
38 H 0.5044
39 H 0.4042
40 H 0.4274
41 C -0.7500
42 C -0.7042
43 H 0.5168
44 H 0.3600
45 C -1.0753
46 C -0.1838
47 H 0.4773
48 C -0.7362
49 H 0.4913
50 H 0.5997
51 H 0.2083
52 H -0.1527
53 C -0.6434
54 N 0.3750
55 H 0.3276
56 C -0.6496
57 Sb 0.8039
58 H 0.5746
59 C -0.5867
60 H 0.4125
61 N -0.0637
62 C -0.7575
63 C -0.7719
64 C -0.6150
65 H 0.4503
66 H 0.5080
67 H 0.5034
68 H 0.4161
69 H 0.5525
70 H 0.3353
71 C -1.0269
72 H 0.5349
73 H 0.5125
74 H 0.4764
75 H 0.4304
76 H 0.4635
77 C -0.7735
78 C 0.4962
79 C 0.3891
80 H -0.2083
81 C -0.5886
82 Br -0.1137
83 C -1.4330
84 H 0.3318
85 H 0.4975
86 C 0.0612
87 Si 0.3975
88 C 0.0555
89 Si 0.4505
90 C -0.4848
91 H 0.2998
92 H 0.2045
93 N -0.3507
94 C -0.9353
95 O 0.0559
96 C -0.6648
97 C -0.6388
98 C 0.1666
99 N -0.5745


No. 2
Density functional theory data (the ωB97M-V functional and the def2-TZVPD basis) for a molecular structure, C69H61ClN2P4Ta at a distorted geometry.

The calculation puts the strongest force on any atom at 2.1 eV/Å. The value obtained for the energy above the lowest of the compared OMol25 structures with the same formula, charge and spin is 391.5 kJ/mol. The frontier orbital gap is 4.6 eV. For the HOMO energy, the calculation gives -14.687 eV. Its total charge is +3.

Cartesian coordinates (Å):
H: -7.386 0.661 0.212
H: 0.564 1.740 -7.400
C: 0.329 5.592 -2.175
C: 4.297 5.196 -0.084
H: 0.747 6.711 -0.396
H: -0.156 4.232 -3.760
C: 4.596 0.251 -2.052
C: 1.618 -1.458 2.839
H: -0.655 -5.948 4.503
C: -4.490 -0.859 -1.813
H: 4.444 -5.143 -2.995
C: -4.207 0.162 -0.895
H: -3.946 3.896 4.539
C: 3.587 -4.126 -1.312
C: 3.233 -2.462 4.303
N: -1.584 -2.258 -1.207
P: -0.126 -0.332 -2.973
C: 4.104 -4.176 -2.657
H: -0.485 2.312 -2.256
H: 0.473 6.435 -2.833
C: 0.287 0.892 -5.462
H: 4.512 5.814 -0.940
H: 5.608 0.587 -1.872
H: 0.196 -2.519 -4.066
P: -1.833 -2.006 1.772
H: 0.613 -1.068 2.680
H: 3.496 -2.874 5.265
C: -3.972 -0.784 3.048
H: 4.962 4.975 3.220
C: -0.019 4.356 -2.696
C: 3.492 4.080 -0.228
C: 3.845 -1.901 2.051
H: 5.437 6.405 1.267
C: -2.155 -4.444 -1.191
P: -0.296 2.004 0.632
C: -3.184 4.192 2.561
H: -5.635 0.137 4.014
H: 0.436 -3.239 0.521
H: 1.235 -1.972 4.885
H: -2.916 1.676 -0.199
H: -1.083 1.020 3.210
H: -3.922 -2.337 0.496
C: -2.277 -3.256 -0.528
H: -3.684 -1.261 -2.414
C: 0.488 5.746 -0.805
H: 1.738 1.739 -3.102
C: 1.959 -1.965 4.083
C: 0.307 4.670 0.045
C: 0.921 -4.991 1.669
C: -0.808 -3.433 2.263
C: -2.314 3.737 1.587
C: 3.122 -3.068 -0.636
C: -0.407 -5.353 3.639
H: -2.644 0.951 -3.737
C: -2.109 -1.356 4.477
C: 4.821 5.526 1.156
H: 2.748 -3.252 0.360
H: 4.587 -1.868 1.266
H: -3.345 -3.858 1.217
H: 1.293 0.506 -5.408
C: -3.032 -2.935 0.718
C: 2.340 -1.626 -2.496
H: 1.691 -5.321 0.989
H: -2.327 -0.865 6.540
C: -2.881 0.795 -0.843
H: 5.166 -2.815 3.463
C: 2.552 -1.429 1.810
C: 1.277 2.087 1.649
H: 3.877 -1.100 -4.018
H: -3.778 5.073 2.379
H: 3.677 0.699 1.571
C: -1.665 1.919 3.032
C: 3.219 3.282 0.871
C: 3.713 1.120 -2.580
C: -2.711 -1.353 3.218
C: 1.683 -0.331 -2.823
C: -1.125 -2.850 -2.382
C: -4.056 -0.300 5.400
P: 2.131 -0.616 0.213
H: 1.688 -2.486 -2.652
C: -2.788 -0.839 5.564
C: -1.421 2.077 -6.667
C: 3.157 0.917 0.621
C: -1.535 2.608 1.827
Ta: -0.957 -0.465 -0.317
C: -5.771 -1.341 -1.987
C: -0.039 3.424 -0.476
H: -1.966 -3.931 4.006
H: 4.044 2.130 -2.778
H: 3.047 3.838 -1.180
H: 4.572 -3.274 -4.490
C: -0.616 -2.027 -3.522
C: -5.274 0.640 -0.117
C: 0.209 -3.836 1.402
C: 4.552 4.725 2.254
C: -2.523 2.391 4.007
C: -0.202 3.277 -1.849
H: -7.833 -1.092 -1.468
C: -3.282 3.528 3.773
H: 0.416 4.809 1.110
Cl: -4.993 1.851 1.104
H: -2.242 4.263 0.647
H: 1.223 3.011 2.233
C: 2.323 0.865 -2.843
C: -0.612 0.678 -4.420
C: 0.623 -5.740 2.798
C: 3.734 -1.757 -3.158
H: -2.590 1.132 -1.840
C: 3.045 -1.643 -1.107
H: -1.427 -1.885 -4.248
H: -1.736 2.629 -7.538
H: -1.123 -1.774 4.606
H: -3.331 2.225 -5.701
H: -1.158 -4.906 -3.128
C: -1.139 -4.210 3.369
H: 1.335 1.245 2.349
C: 4.355 -1.195 -1.838
H: 3.912 1.063 -0.154
H: -2.592 1.884 4.955
C: -0.128 1.585 -6.586
N: 2.371 2.128 0.709
H: -5.960 -2.130 -2.700
C: -4.645 -0.273 4.143
H: -2.555 -5.389 -0.888
H: 3.567 2.971 2.972
C: -2.320 1.853 -5.636
C: -1.921 1.147 -4.516
H: -4.417 -0.745 2.064
H: 3.576 -5.075 -0.794
C: 3.760 3.600 2.113
C: 4.174 -2.427 3.285
H: -4.582 0.106 6.250
C: -6.573 0.209 -0.335
H: 5.251 -1.710 -1.493
C: -1.419 -4.185 -2.380
C: 4.164 -3.137 -3.498
H: 1.188 -6.629 3.022
C: -6.822 -0.777 -1.275

Atom charges from the Mulliken analysis, given in e for atoms 1 to 99:
1 H 0.5602
2 H 0.5034
3 C -1.0226
4 C -1.2684
5 H 0.5163
6 H 0.5989
7 C -2.2423
8 C 0.2288
9 H 0.5219
10 C 0.5053
11 H 0.4718
12 C -0.6993
13 H 0.4549
14 C -0.9585
15 C -1.0954
16 N 1.5996
17 P 1.5414
18 C -1.1736
19 H -0.0931
20 H 0.4630
21 C -0.6296
22 H 0.4947
23 H 0.3946
24 H 0.8812
25 P 0.7368
26 H -0.2152
27 H 0.5020
28 C -0.6694
29 H 0.4549
30 C -0.3771
31 C 0.4711
32 C 0.0891
33 H 0.4505
34 C -0.9737
35 P 1.4128
36 C -1.0647
37 H 0.5018
38 H -0.3584
39 H 0.4526
40 H 0.2082
41 H 0.3543
42 H 0.5511
43 C 0.0334
44 H 0.2524
45 C -1.0266
46 H 0.5794
47 C -0.8421
48 C 0.1681
49 C -0.6727
50 C 0.9814
51 C -0.5717
52 C -1.2506
53 C -0.9303
54 H 0.2424
55 C -0.5477
56 C -0.6572
57 H -0.1060
58 H 0.5701
59 H 0.6599
60 H 0.4217
61 C -0.8885
62 C -1.1643
63 H 0.5514
64 H 0.4619
65 C -0.1483
66 H 0.5012
67 C -0.1319
68 C -2.0836
69 H 0.7050
70 H 0.4567
71 H 0.9901
72 C -0.9219
73 C -0.9530
74 C -0.8409
75 C 0.5570
76 C -0.9146
77 C -0.0012
78 C -0.8894
79 P 1.8958
80 H 0.6828
81 C -0.6508
82 C -0.7695
83 C -2.0747
84 C 1.2024
85 Ta 0.7025
86 C -1.1457
87 C -0.5772
88 H 0.6000
89 H 0.6980
90 H 0.7397
91 H 0.5010
92 C -1.2053
93 C 0.8503
94 C 0.3069
95 C -1.0367
96 C -0.8908
97 C 0.5113
98 H 0.4423
99 C -0.8872


No. 3
Density functional theory data (the ωB97M-V functional and the def2-TZVPD basis) for 2 unconnected molecules or ions with the total composition C5H11NO at a distorted geometry.

The calculation puts the strongest force on any atom at 2.3 eV/Å. The value obtained for the energy above the lowest of the compared OMol25 structures with the same formula, charge and spin is 280.3 kJ/mol. The frontier orbital gap is 8.3 eV. For the HOMO energy, the calculation gives -7.455 eV.

Cartesian coordinates (Å):
C: -1.715 -0.666 0.075
H: -0.064 1.721 0.314
H: 1.758 1.406 0.642
H: -2.062 -1.883 -1.754
O: 2.115 2.311 -2.835
N: 1.226 -0.678 2.172
H: -0.240 -2.103 0.718
H: -3.171 -2.041 -0.340
C: 0.729 1.088 0.694
H: -1.889 0.399 0.070
H: 1.636 -0.012 2.807
H: 1.501 1.667 -3.202
H: 0.990 -1.547 2.614
C: -0.585 -1.084 0.613
H: 2.195 3.059 -3.428
H: -3.187 -0.602 -1.463
C: -2.589 -1.360 -0.967
C: 0.368 -0.106 1.230

Mulliken analysis output, partial charges in e:
1 C -0.2180
2 H 0.2294
3 H 0.3147
4 H 0.3289
5 O -0.6336
6 N -0.5652
7 H 0.3363
8 H 0.2649
9 C -1.0670
10 H 0.2149
11 H 0.2538
12 H 0.3167
13 H 0.2044
14 C -0.2010
15 H 0.3128
16 H 0.3170
17 C -1.0847
18 C 0.6755